ORCA calculation (the ωB97M-V functional and the def2-TZVPD basis) on C18H27NO7P2PbSi as an isolated structure.

Its LUMO energy is -6.46 eV. Its total energy is -2448.3752 Eh. Its HOMO energy is -14.272 eV. The value obtained for the orbital gap is 0.28718 Ha. Its total charge is +2.

Last column: Mulliken charge in e.
Geometry (Å):
Pb1 -1.001 3.128 2.245  1.402
N1 0.060 4.284 -1.976  -0.045
C1 -0.237 2.799 -1.743  0.554
C2 -0.098 2.053 -3.071  -1.866
P1 0.910 2.223 -0.446  0.209
O1 2.279 2.361 -1.208  -0.580
O2 0.651 0.762 -0.047  0.332
O3 0.798 3.181 0.714  -0.807
P2 -2.026 2.850 -1.101  0.627
O4 -2.753 1.653 -1.823  -0.498
O5 -2.466 4.208 -1.504  -0.860
O6 -1.966 2.511 0.384  -0.355
H1 0.526 4.430 -2.870  0.388
H2 0.629 4.708 -1.242  0.339
H3 -0.887 4.736 -1.975  0.414
H4 0.923 2.116 -3.451  0.533
H5 -0.787 2.470 -3.809  0.523
H6 -0.347 1.000 -2.955  0.345
H7 3.101 2.143 -0.742  0.433
H8 -3.487 1.927 -2.395  0.381
C3 -3.071 -0.655 3.700  -0.792
C4 -1.668 -1.079 4.147  0.106
C5 -0.854 0.200 4.041  -0.530
O7 -1.601 1.038 3.083  -0.234
C6 -2.758 0.292 2.571  -0.144
H9 -3.594 -0.127 4.498  0.290
H10 -3.685 -1.492 3.374  0.397
H11 -1.272 -1.827 3.467  -0.299
H12 -1.644 -1.482 5.157  0.459
H13 0.151 0.038 3.656  0.299
H14 -0.812 0.747 4.980  0.330
H15 -2.457 -0.234 1.664  -0.003
H16 -3.545 1.006 2.336  0.412
C7 3.410 -1.659 -4.015  -0.487
C8 2.059 -1.706 -4.332  -0.710
C9 1.111 -1.422 -3.358  -0.086
C10 1.505 -1.087 -2.060  0.649
C11 2.871 -1.054 -1.753  -0.221
C12 3.818 -1.333 -2.725  -0.814
Si1 0.265 -0.809 -0.749  -0.289
C13 0.334 -1.994 0.647  0.840
C14 -0.571 -3.062 0.668  -0.452
C15 -0.465 -4.060 1.629  -0.704
C16 0.541 -3.994 2.584  -0.578
C17 1.440 -2.931 2.584  -0.636
C18 1.339 -1.940 1.620  -0.353
H17 4.150 -1.892 -4.771  0.418
H18 1.744 -1.967 -5.334  0.436
H19 0.056 -1.473 -3.614  0.408
H20 3.203 -0.832 -0.741  0.352
H21 4.873 -1.315 -2.477  0.433
H22 -1.098 -0.633 -1.289  -0.018
H23 -1.354 -3.132 -0.083  0.370
H24 -1.163 -4.888 1.629  0.443
H25 0.633 -4.777 3.327  0.427
H26 2.228 -2.887 3.327  0.430
H27 2.057 -1.123 1.624  0.382

ORCA calculation (the ωB97M-V functional and the def2-TZVPD basis) on a 2-piece molecular cluster, C7H12 overall.

The SMILES is CC1=CC1.C=CC. Its LUMO energy is 1.12 eV. Its total energy is -273.7879 Eh. Its HOMO energy is -8.769 eV. The value obtained for the orbital gap is 0.36345 Ha. As for the energy above the lowest of the compared OMol25 structures with the same formula, charge and spin: 3.282 eV.

Last column: natural (NBO) charge in e.
Geometry (Å):
C1 1.057 1.273 -2.050  -0.656
C2 0.411 1.590 -0.731  -0.186
C3 -0.839 1.264 -0.422  -0.395
C4 -0.249 -1.232 0.918  0.064
C5 -1.155 -0.898 2.062  -0.432
C6 -1.406 -1.809 0.898  -0.219
C7 1.160 -1.197 0.480  -0.656
H1 0.954 2.129 -2.727  0.223
H2 0.579 0.411 -2.530  0.212
H3 2.127 1.065 -1.949  0.213
H4 1.015 2.139 -0.007  0.194
H5 -1.290 1.552 0.523  0.201
H6 -1.458 0.683 -1.102  0.193
H7 -1.658 0.072 2.114  0.168
H8 -0.919 -1.305 3.050  0.169
H9 -2.093 -2.505 0.446  0.220
H10 1.611 -2.122 0.847  0.233
H11 1.259 -1.181 -0.609  0.229
H12 1.703 -0.349 0.905  0.225

ORCA calculation (the ωB97M-V functional and the def2-TZVPD basis) on C29H28FeN6 as an isolated structure at a distorted geometry.

As for the spin multiplicity: 5. Its LUMO energy (spin up / spin down) is -5.60 / -5.73 eV. Its total energy is -2713.7492 Eh. Its HOMO energy (spin up / spin down) is -14.698 / -14.362 eV. The value obtained for the orbital gap (spin up / spin down) is 0.33421 / 0.31717 Ha. As for the energy above the lowest of the compared OMol25 structures with the same formula, charge and spin: 0.360 eV. Its total charge is +2. As for the expectation value of S²: 6.010.

Last column: natural (NBO) charge in e.
Geometry (Å):
Fe1 -0.213 -0.298 0.222  1.468
C1 0.580 -0.834 -2.370  -0.229
C2 -0.925 -1.043 -2.515  -0.471
C3 -1.756 -1.831 -1.516  0.201
C4 -2.119 -3.135 -1.837  -0.235
C5 -3.102 -3.757 -1.083  -0.121
C6 -3.670 -3.065 -0.019  -0.242
C7 -3.170 -1.816 0.296  0.061
N1 -2.230 -1.199 -0.431  -0.546
N2 0.968 0.339 -1.523  -0.503
C8 0.561 1.599 -2.179  -0.270
C9 -0.691 2.188 -1.581  0.212
C10 -1.263 3.336 -2.114  -0.235
C11 -2.411 3.839 -1.530  -0.116
C12 -2.957 3.179 -0.435  -0.234
C13 -2.324 2.045 0.029  0.065
N3 -1.208 1.563 -0.529  -0.549
C14 2.419 0.318 -1.305  -0.260
C15 2.838 -0.732 -0.317  0.218
C16 4.181 -1.068 -0.204  -0.229
C17 4.556 -2.029 0.713  -0.111
C18 3.571 -2.634 1.480  -0.235
C19 2.261 -2.238 1.307  0.060
N4 1.887 -1.290 0.433  -0.560
H1 0.994 -0.678 -3.372  0.218
H2 1.062 -1.719 -1.951  0.226
H3 -1.077 -1.593 -3.446  0.257
H4 -1.419 -0.081 -2.669  0.241
H5 -1.676 -3.628 -2.691  0.242
H6 -3.438 -4.754 -1.332  0.248
H7 -4.466 -3.492 0.574  0.251
H8 -3.536 -1.273 1.159  0.215
H9 0.420 1.441 -3.252  0.229
H10 1.365 2.332 -2.089  0.238
H11 -0.819 3.822 -2.973  0.242
H12 -2.880 4.730 -1.923  0.247
H13 -3.856 3.538 0.045  0.249
H14 -2.710 1.493 0.877  0.204
H15 2.727 1.293 -0.922  0.234
H16 2.949 0.169 -2.254  0.222
H17 4.913 -0.582 -0.836  0.241
H18 5.594 -2.311 0.824  0.247
H19 3.812 -3.406 2.197  0.247
H20 1.476 -2.695 1.889  0.203
C20 1.009 3.129 2.859  -0.214
C21 0.818 2.645 4.143  -0.121
C22 0.391 1.339 4.314  -0.202
C23 0.174 0.549 3.192  0.165
N5 0.336 1.025 1.954  -0.537
C24 0.743 2.285 1.796  0.061
C25 -0.244 -0.868 3.268  0.178
C26 -0.252 -1.592 4.455  -0.207
C27 -0.615 -2.926 4.430  -0.119
C28 -0.950 -3.512 3.219  -0.227
C29 -0.918 -2.726 2.083  0.053
N6 -0.579 -1.431 2.102  -0.554
H21 1.345 4.140 2.681  0.248
H22 0.994 3.278 5.002  0.248
H23 0.225 0.952 5.308  0.238
H24 0.848 2.630 0.775  0.199
H25 0.036 -1.130 5.388  0.240
H26 -0.623 -3.506 5.343  0.249
H27 -1.225 -4.555 3.153  0.250
H28 -1.148 -3.147 1.113  0.210

ORCA calculation (the ωB97M-V functional and the def2-TZVPD basis) on an isolated ion of composition C9H15N4O3 and charge +1 at a distorted geometry.

The SMILES is CC(=O)N(C)c1[nH]nc(CCCC(=O)O)[nH+]1. Its LUMO energy is -3.32 eV. Its total energy is -796.4593 Eh. Its HOMO energy is -13.236 eV. The value obtained for the orbital gap is 0.36430 Ha. Its total charge is +1.

Last column: natural (NBO) charge in e.
Geometry (Å):
C1 3.376 -1.025 0.567  -0.741
C2 3.489 0.437 0.838  0.713
O1 4.071 0.909 1.743  -0.446
N1 2.776 1.371 -0.100  -0.479
C3 2.963 0.989 -1.511  -0.435
C4 1.472 1.510 0.281  0.595
N2 1.052 2.215 1.323  -0.315
N3 -0.297 2.151 1.486  -0.204
C5 -0.719 1.412 0.500  0.397
C6 -2.111 1.014 0.188  -0.459
C7 -2.243 -0.510 0.076  -0.379
C8 -3.697 -0.954 0.040  -0.511
C9 -3.722 -2.456 -0.113  0.794
O2 -3.471 -3.176 0.797  -0.534
O3 -4.040 -2.914 -1.355  -0.711
N4 0.356 0.991 -0.268  -0.533
H1 3.635 -1.555 1.474  0.275
H2 2.349 -1.283 0.312  0.223
H3 4.026 -1.336 -0.244  0.265
H4 4.024 0.835 -1.669  0.244
H5 2.457 0.067 -1.796  0.185
H6 2.659 1.798 -2.165  0.239
H7 1.684 2.723 1.928  0.460
H8 -2.355 1.460 -0.776  0.241
H9 -2.783 1.424 0.931  0.266
H10 -1.747 -0.982 0.922  0.228
H11 -1.756 -0.857 -0.837  0.189
H12 -4.240 -0.485 -0.773  0.233
H13 -4.190 -0.752 0.986  0.244
H14 -3.303 -3.438 -1.694  0.501
H15 0.288 0.416 -1.091  0.453

ORCA calculation (the ωB97M-V functional and the def2-TZVPD basis) on a 11-piece molecular cluster, C4H32N2O10 overall at a distorted geometry.

The SMILES is CCCNCN.O.O.O.O.O.O.O.O.O.O. Its LUMO energy is -0.17 eV. Its total energy is -1033.4416 Eh. Its HOMO energy is -9.061 eV. The value obtained for the orbital gap is 0.32664 Ha. As for the energy above the lowest of the compared OMol25 structures with the same formula, charge and spin: 1.692 eV.

Last column: natural (NBO) charge in e.
Geometry (Å):
C1 0.039 -3.429 0.573  -0.643
C2 -1.403 -3.283 1.031  -0.432
C3 -2.091 -2.046 0.370  -0.214
N1 -1.576 -0.877 1.188  -0.658
C4 -1.862 0.437 0.687  -0.061
N2 -0.712 0.886 -0.137  -0.906
H1 0.792 -3.511 1.354  0.222
H2 0.489 -2.555 0.103  0.208
H3 0.164 -4.307 -0.075  0.217
H4 -1.956 -4.204 0.859  0.216
H5 -1.453 -3.182 2.126  0.209
H6 -3.187 -1.942 0.471  0.197
H7 -1.753 -2.045 -0.651  0.172
H8 -0.616 -1.106 1.384  0.364
H9 -2.789 0.492 0.137  0.182
H10 -1.811 1.032 1.626  0.202
H11 -0.523 0.410 -1.017  0.393
H12 -0.746 1.873 -0.363  0.360
H13 0.532 0.654 -3.791  0.504
H14 0.182 -0.739 -3.901  0.458
O1 0.234 0.027 -4.488  -0.951
H15 -0.933 3.511 -3.088  0.481
H16 0.264 3.138 -2.253  0.482
O2 -0.429 2.737 -2.808  -0.954
H17 2.811 0.601 2.610  0.486
H18 1.798 1.486 3.413  0.473
O3 2.158 0.592 3.315  -0.958
H19 3.323 2.832 1.239  0.483
H20 4.474 1.883 1.423  0.484
O4 3.657 2.172 1.852  -0.957
H21 2.246 -0.357 -2.216  0.471
H22 2.271 1.123 -1.801  0.499
O5 1.785 0.463 -2.410  -1.007
H23 1.493 0.353 1.161  0.489
H24 0.794 -0.149 0.057  0.504
O6 1.704 -0.289 0.456  -0.999
H25 4.083 0.756 -1.072  0.477
H26 2.911 0.807 -0.129  0.509
O7 3.465 1.402 -0.707  -0.982
H27 -2.440 2.677 -0.119  0.464
H28 -3.681 3.135 0.707  0.479
O8 -2.755 3.341 0.493  -0.942
H29 -1.882 -2.406 4.133  0.465
H30 -0.547 -2.280 3.572  0.464
O9 -0.969 -2.674 4.350  -0.922
H31 -1.950 1.574 -2.908  0.473
H32 -1.493 0.359 -3.730  0.490
O10 -2.114 0.626 -3.028  -0.990

ORCA calculation (the ωB97M-V functional and the def2-TZVPD basis) on a 4-piece molecular cluster, C2H10O3 overall at a distorted geometry.

The SMILES is C=C.O.O.O. Its LUMO energy is 0.80 eV. Its total energy is -307.8614 Eh. Its HOMO energy is -9.844 eV. The value obtained for the orbital gap is 0.39117 Ha. As for the energy above the lowest of the compared OMol25 structures with the same formula, charge and spin: 1.218 eV.

Last column: natural (NBO) charge in e.
Geometry (Å):
C1 -1.194 -1.317 -1.373  -0.384
C2 -0.708 -0.247 -2.080  -0.422
H1 -0.397 -1.871 -0.847  0.219
H2 -2.204 -1.723 -1.522  0.204
H3 0.362 -0.094 -2.178  0.189
H4 -1.341 0.498 -2.605  0.187
H5 2.216 1.870 2.908  0.473
H6 0.842 1.245 2.863  0.477
O1 1.683 1.205 2.437  -0.948
H7 1.718 -1.605 -0.136  0.464
H8 1.432 -0.820 1.194  0.494
O2 1.356 -1.693 0.779  -0.955
H9 -1.933 1.259 0.382  0.462
H10 -0.763 1.748 -0.349  0.468
O3 -1.070 1.545 0.528  -0.929